1.
# C9H17N2OS2

A molecular structure, C9H17N2OS2 in a non-equilibrium geometry (the ωB97M-V functional and the def2-TZVPD basis, the OMol25 dataset).

Each line ends with the natural charge from an NBO analysis.
Cartesian coordinates (Å):
C 0.054 -0.652 0.884  -0.2399
C -0.046 0.803 1.146  -0.5466
C 0.015 1.850 0.346  0.5553
C 0.789 -1.128 -0.447  -0.2423
C 0.063 -0.330 -1.588  0.0494
C -1.383 -0.415 -1.182  -0.3909
C 2.277 -0.944 -0.428  -0.6304
C 2.162 1.255 2.472  -0.7309
C -2.833 -0.292 1.177  -0.8109
N 0.307 2.996 0.107  -0.6067
N -2.175 -1.145 -2.361  -0.7334
O 0.461 0.966 -1.895  -0.6775
S 0.369 1.480 2.714  0.3152
S -1.651 -1.312 0.335  0.7581
H 0.342 -1.115 1.756  0.2516
H 0.570 -2.166 -0.639  0.2193
H 0.196 -1.040 -2.581  0.1280
H 2.636 -1.231 -1.369  0.2288
H 2.697 -1.661 0.370  0.2345
H 2.591 0.069 -0.133  0.2204
H 2.389 0.193 2.401  0.2036
H 2.659 1.691 3.290  0.2394
H 2.494 1.710 1.492  0.2155
H -3.288 -0.947 1.919  0.2488
H -3.693 -0.059 0.578  0.2662
H -2.343 0.399 1.966  0.2871
H -0.179 3.783 -0.229  0.4224
H -1.576 -0.949 -3.170  0.4294
H -3.015 -0.613 -2.689  0.4414
H -2.254 -2.183 -2.421  0.4201
H 1.364 0.984 -1.822  0.4752

Properties
LUMO: -3.084 eV
Total charge: +1
E_tot: -36294.81183 eV
Energy above the lowest of the compared OMol25 structures with the same formula, charge and spin: 62.0 kcal per mole
Gap between HOMO and LUMO: 8.3801 eV


2.
# C39H45As3I2NO3PRu

A molecular structure, C39H45As3I2NO3PRu in a non-equilibrium geometry (the ωB97M-V functional and the def2-TZVPD basis, the OMol25 dataset).

Each line ends with the Löwdin charge.
Cartesian coordinates (Å):
Ru 0.040 -0.104 -0.373  0.6431
C -0.185 -1.351 3.208  -0.2599
As -0.147 0.257 2.118  1.0749
C -1.605 1.248 2.933  -0.2683
C 1.256 1.361 2.894  -0.3385
C 2.726 0.937 2.840  -0.6894
C 3.525 2.030 3.565  -0.0581
C 3.230 0.901 1.396  -0.3312
As 2.417 -0.265 0.070  1.1450
C 3.651 0.136 -1.358  -0.2067
C 2.923 -2.076 0.500  -0.2363
C 2.942 -0.405 3.552  -0.3807
As 4.812 -1.069 3.629  1.1196
C 4.330 -2.856 4.263  -0.3292
C 5.344 -0.348 5.367  -0.3281
H 0.223 -1.115 4.188  0.0428
H 0.384 -2.160 2.756  0.0187
H -1.221 -1.668 3.312  0.0193
H -1.563 1.083 4.010  0.0473
H -2.574 0.923 2.559  0.0152
H -1.486 2.308 2.721  0.0276
H 0.955 1.511 3.936  0.0958
H 1.139 2.328 2.392  0.0858
H 3.327 3.013 3.134  0.0934
H 4.597 1.843 3.482  0.0750
H 3.267 2.060 4.625  0.0988
H 4.287 0.620 1.391  0.0580
H 3.156 1.902 0.957  0.0927
H 4.649 -0.003 -0.941  0.0584
H 3.532 1.163 -1.698  0.0488
H 3.510 -0.542 -2.195  0.0415
H 3.927 -2.064 0.925  0.0225
H 2.907 -2.646 -0.428  0.0311
H 2.225 -2.533 1.198  0.0182
H 2.383 -1.196 3.050  0.0196
H 2.565 -0.341 4.577  0.0857
H 3.827 -3.416 3.475  0.0102
H 3.684 -2.801 5.140  0.0311
H 5.241 -3.388 4.533  0.0273
H 5.657 0.690 5.283  0.0136
H 6.193 -0.933 5.719  0.0280
H 4.536 -0.430 6.093  0.0316
I 1.729 -3.606 -3.822  0.9750
C 1.658 -1.539 -3.981  -0.6553
C 2.151 -0.893 -5.136  -0.1953
C 2.124 0.472 -5.248  -0.6686
I 2.827 1.350 -6.993  1.0000
C 1.626 1.258 -4.172  -0.2022
C 1.556 2.668 -4.158  -0.0063
C 1.106 3.315 -3.043  -0.0134
C 0.714 2.565 -1.923  -0.1146
N 0.726 1.249 -1.902  -0.0361
C 1.166 0.589 -3.023  -0.2178
C 1.130 -0.814 -2.943  -0.4969
O 0.607 -1.346 -1.852  -0.3545
H 2.544 -1.494 -5.945  0.0891
H 1.864 3.225 -5.033  0.0753
H 1.046 4.393 -3.005  0.1197
H 0.403 3.075 -1.022  0.1054
O -1.781 0.263 -5.042  0.2358
C -2.415 0.056 -4.076  -0.3513
O -1.780 0.188 -2.782  -0.1396
C -3.809 -0.370 -3.854  -0.1273
C -4.710 -0.663 -4.866  0.0371
C -5.970 -1.111 -4.500  -0.0154
C -6.298 -1.287 -3.156  -0.0215
C -5.388 -0.986 -2.151  -0.0502
C -4.144 -0.492 -2.516  -0.2029
P -2.717 -0.008 -1.510  1.0217
C -3.193 1.515 -0.707  -0.2709
C -2.246 2.422 -0.233  -0.1123
C -2.640 3.628 0.316  -0.0559
C -3.991 3.930 0.429  -0.0299
C -4.943 3.030 -0.026  -0.0356
C -4.554 1.832 -0.605  -0.0476
C -2.358 -1.402 -0.475  -0.3444
C -1.674 -2.537 -0.927  -0.0588
C -1.690 -3.680 -0.139  -0.0222
C -2.392 -3.698 1.056  -0.0254
C -3.087 -2.573 1.494  -0.0623
C -3.056 -1.413 0.749  -0.0990
H -4.423 -0.552 -5.903  0.1400
H -6.701 -1.341 -5.263  0.1252
H -7.276 -1.665 -2.892  0.1236
H -5.654 -1.144 -1.113  0.1204
H -1.196 2.182 -0.305  0.0297
H -1.896 4.337 0.657  0.1196
H -4.302 4.868 0.868  0.1237
H -5.996 3.263 0.057  0.1228
H -5.313 1.168 -0.985  0.0957
H -1.150 -2.530 -1.871  0.0991
H -1.163 -4.562 -0.477  0.1261
H -2.404 -4.599 1.656  0.1257
H -3.653 -2.607 2.416  0.1247
H -3.599 -0.535 1.078  0.1042

Properties
LUMO (spin up / spin down): -6.351 / -6.358 eV
Total charge: +2
E_tot: -259380.94625 eV
Gap between HOMO and LUMO (spin up / spin down): 5.6901 / 5.7019 eV


3.
# C42H34N6O4PRuS

A molecular structure, C42H34N6O4PRuS in a non-equilibrium geometry (the ωB97M-V functional and the def2-TZVPD basis, the OMol25 dataset).

Each line ends with the Löwdin spin population.
Cartesian coordinates (Å):
Ru 0.044 -0.675 -0.097  0.0461
O -0.530 -2.608 -0.767  0.0009
C -0.124 -3.148 -1.793  0.0003
C 0.884 -2.681 -2.713  0.0002
C 1.247 -3.574 -3.721  0.0000
C 2.219 -3.254 -4.644  0.0002
C 2.884 -2.012 -4.573  0.0001
C 2.538 -1.117 -3.611  0.0001
C 1.492 -1.373 -2.657  0.0002
O 1.157 -0.438 -1.873  0.0002
N 2.568 -4.190 -5.673  0.0001
O 2.000 -5.278 -5.704  0.0002
O 3.424 -3.863 -6.493  0.0001
H -0.553 -4.132 -2.044  0.0000
H 0.761 -4.539 -3.783  0.0000
H 3.663 -1.795 -5.289  0.0000
H 3.029 -0.156 -3.530  0.0000
C 2.208 2.762 4.623  0.0000
C 1.219 1.790 4.533  0.0006
C 0.765 1.369 3.296  0.0011
C 1.279 1.928 2.129  0.0007
C 2.272 2.897 2.223  0.0001
C 2.739 3.309 3.466  -0.0001
P 0.467 1.476 0.546  0.0005
C 1.487 2.384 -0.660  0.0000
C 1.080 3.582 -1.236  -0.0001
C 1.891 4.225 -2.163  0.0000
C 3.117 3.676 -2.510  0.0000
C 3.525 2.477 -1.937  0.0000
C 2.712 1.827 -1.023  0.0001
C -1.097 2.402 0.861  -0.0005
C -1.046 3.589 1.578  0.0021
C -2.169 4.044 2.276  0.0000
C -3.291 3.259 2.346  0.0020
C -3.397 2.047 1.624  0.0000
C -4.522 1.199 1.756  0.0040
C -4.509 -0.014 1.091  0.0006
C -3.546 -0.334 0.154  0.0035
C -2.539 0.616 -0.210  0.0003
C -2.310 1.680 0.778  -0.0003
H 2.563 3.088 5.594  0.0000
H 0.805 1.347 5.430  0.0003
H -0.006 0.612 3.228  0.0003
H 2.689 3.338 1.327  0.0000
H 3.514 4.065 3.525  0.0000
H 0.120 4.005 -0.961  0.0000
H 1.564 5.154 -2.614  0.0000
H 3.752 4.177 -3.231  0.0000
H 4.475 2.037 -2.216  0.0000
H 3.009 0.874 -0.595  0.0003
H -0.113 4.132 1.664  0.0001
H -2.117 4.976 2.829  -0.0001
H -4.123 3.551 2.979  0.0001
H -5.304 1.456 2.459  0.0003
H -5.287 -0.741 1.302  -0.0001
H -3.583 -1.284 -0.359  0.0002
S 2.298 -1.820 0.472  0.0442
C 2.139 -2.274 2.130  0.2275
N 1.762 -3.601 2.396  0.0819
C 0.771 -3.784 3.472  0.0161
C 1.444 -3.126 4.698  0.0634
C 1.987 -1.762 4.349  0.3808
N 2.285 -1.407 3.113  0.0444
H 1.473 -4.061 1.543  0.0024
H 0.695 -4.853 3.688  -0.0004
H 2.271 -3.793 4.985  0.0227
H 2.112 -1.032 5.136  0.0241
C -3.952 -0.123 -2.768  0.0001
C -2.489 0.331 -2.809  0.0000
C -2.442 1.631 -3.639  0.0001
C -1.684 -0.713 -3.582  0.0000
C -1.921 0.713 -1.446  0.0019
H -4.353 -0.117 -3.787  0.0000
H -4.557 0.540 -2.148  0.0000
H -4.059 -1.133 -2.375  0.0000
H -2.826 1.461 -4.650  0.0000
H -1.416 1.995 -3.720  0.0000
H -3.041 2.411 -3.163  0.0000
H -2.089 -0.836 -4.592  0.0000
H -1.723 -1.681 -3.083  0.0000
H -0.643 -0.411 -3.666  0.0000
H -1.164 1.487 -1.535  -0.0003
N -0.842 -1.197 1.727  0.0083
C -0.780 -2.190 2.342  0.0027
C -0.632 -3.330 3.097  0.0047
C -1.648 -4.300 3.085  0.0007
N -2.448 -5.139 3.118  0.0007
C 0.562 -3.058 5.863  0.0092
N -0.085 -2.967 6.808  0.0000

Properties
LUMO (spin up / spin down): 3.789 / 3.789 eV
Total charge: -2
Spin multiplicity: 2
E_tot: -83940.93133 eV
Energy above the lowest of the compared OMol25 structures with the same formula, charge and spin: 36.5 kcal per mole
Gap between HOMO and LUMO (spin up / spin down): 4.6387 / 4.7221 eV
⟨S²⟩: 0.770


4.
# C4H10NO

A gas-phase ion, C4H10NO (charge +1) in a non-equilibrium geometry (the ωB97M-V functional and the def2-TZVPD basis, the OMol25 dataset).

Each line ends with the natural charge from an NBO analysis.
Cartesian coordinates (Å):
C -1.632 1.460 -0.166  -0.2552
C -1.342 -0.021 0.094  -0.2646
C 0.978 0.807 0.322  0.2890
C 0.611 -1.699 -0.119  -0.4241
N 0.158 -0.193 -0.362  -0.4273
O 2.203 0.834 -0.169  -0.6558
H -0.949 1.897 -0.787  0.1813
H -2.273 1.903 0.494  0.2051
H -1.385 -0.332 1.091  0.2228
H -1.927 -0.804 -0.501  0.2435
H 0.691 0.722 1.404  0.1741
H 0.389 -2.023 0.885  0.2308
H -0.073 -2.351 -0.641  0.2412
H 1.693 -1.806 -0.222  0.2560
H 0.167 -0.058 -1.425  0.4467
H 2.691 1.663 0.104  0.5364

Properties
LUMO (spin up / spin down): -4.440 / -4.232 eV
Total charge: +1
E_tot: -7836.45322 eV
Energy above the lowest of the compared OMol25 structures with the same formula, charge and spin: 112.2 kcal per mole
Gap between HOMO and LUMO (spin up / spin down): 8.8083 / 8.9694 eV